Record 1
{"formula": "C26H54BFIN8O9", "method": "ωB97M-V/def2-TZVPD", "symbols": ["C", "O", "B", "O", "C", "N", "I", "C", "C", "N", "C", "C", "F", "C", "C", "C", "C", "O", "O", "C", "N", "H", "H", "H", "H", "H", "H", "H", "H", "H", "H", "H", "H", "H", "H", "H", "H", "H", "H", "H", "C", "C", "O", "N", "C", "H", "H", "H", "H", "H", "H", "H", "C", "C", "O", "N", "C", "H", "H", "H", "H", "H", "H", "H", "C", "C", "O", "N", "C", "H", "H", "H", "H", "H", "H", "H", "C", "C", "O", "N", "C", "H", "H", "H", "H", "H", "H", "H", "C", "C", "O", "N", "C", "H", "H", "H", "H", "H", "H", "H"], "positions_angstrom": [[0.205, -1.829, 3.902], [0.711, -0.951, 2.858], [-0.316, -0.295, 2.220], [-1.213, 0.423, 3.002], [-0.514, -0.260, 0.617], [0.854, -0.103, 0.031], [0.949, 1.265, -1.563], [1.621, -1.369, -0.199], [0.771, -2.654, -0.368], [-0.555, -2.662, 0.332], [-1.163, -3.938, -0.097], [-0.779, -5.055, 0.945], [-0.617, -6.290, 0.307], [-1.350, -1.484, 0.038], [-2.732, -1.359, 0.681], [-2.909, -2.363, 1.950], [-4.356, -3.028, 2.035], [-3.811, -1.904, 2.953], [-1.270, -1.246, -1.418], [-2.281, -1.689, -2.123], [-3.116, -2.271, -2.606], [-0.899, -1.901, 3.941], [0.596, -2.840, 3.698], [0.559, -1.534, 4.910], [-1.614, 1.142, 2.478], [-1.077, 0.673, 0.388], [1.396, 0.397, 0.744], [2.262, -1.231, -1.089], [2.337, -1.545, 0.632], [0.695, -2.875, -1.453], [1.346, -3.492, 0.078], [-2.272, -3.905, -0.104], [-0.841, -4.311, -1.091], [0.177, -4.820, 1.464], [-1.574, -5.166, 1.717], [-2.967, -0.359, 1.104], [-3.619, -1.660, 0.096], [-2.037, -3.000, 2.252], [-4.543, -3.700, 2.889], [-5.179, -2.462, 1.564], [2.147, 5.454, -4.509], [2.013, 3.956, -4.546], [2.707, 3.220, -3.843], [1.095, 3.426, -5.387], [0.192, 4.125, -6.286], [2.920, 5.726, -3.792], [2.437, 5.832, -5.490], [1.206, 5.910, -4.197], [1.061, 2.418, -5.361], [-0.832, 3.865, -6.019], [0.392, 3.788, -7.305], [0.314, 5.199, -6.231], [-2.381, -5.514, 4.824], [-0.922, -5.414, 5.191], [-0.285, -4.377, 5.036], [-0.321, -6.513, 5.704], [-0.901, -7.819, 5.961], [-2.716, -4.556, 4.429], [-2.527, -6.276, 4.056], [-2.978, -5.751, 5.706], [0.653, -6.371, 5.926], [-0.797, -8.044, 7.023], [-0.350, -8.565, 5.386], [-1.951, -7.858, 5.686], [1.241, 3.308, 2.491], [-0.116, 3.792, 2.048], [-0.932, 3.045, 1.507], [-0.424, 5.088, 2.262], [0.393, 6.117, 2.879], [1.340, 2.250, 2.254], [2.027, 3.855, 1.968], [1.352, 3.430, 3.569], [-1.348, 5.338, 1.940], [-0.136, 6.505, 3.751], [0.533, 6.927, 2.162], [1.362, 5.737, 3.186], [5.433, -1.728, -1.663], [4.889, -2.932, -0.935], [3.688, -3.069, -0.706], [5.768, -3.876, -0.532], [7.209, -3.897, -0.706], [4.611, -1.063, -1.921], [6.130, -1.184, -1.025], [5.929, -2.036, -2.584], [5.332, -4.650, -0.053], [7.479, -4.791, -1.271], [7.678, -3.946, 0.277], [7.568, -3.018, -1.233], [-3.144, 6.948, -6.302], [-2.189, 6.904, -5.137], [-1.013, 6.588, -5.275], [-2.670, 7.226, -3.910], [-4.019, 7.622, -3.548], [-2.615, 6.667, -7.209], [-3.963, 6.244, -6.146], [-3.537, 7.958, -6.430], [-1.975, 7.175, -3.181], [-3.982, 8.614, -3.096], [-4.405, 6.913, -2.814], [-4.680, 7.643, -4.409]], "lowdin_charge": [-0.04, 0.03, -0.64, 0.18, -0.14, -0.41, 1.14, -0.17, -0.11, -0.06, -0.13, -0.15, -0.06, -0.35, 0.00, -0.25, 0.02, -0.12, -0.01, -0.34, 0.20, 0.09, 0.07, 0.11, 0.09, 0.12, 0.09, 0.08, 0.14, 0.13, 0.13, 0.13, 0.14, 0.12, 0.11, 0.14, 0.12, 0.12, 0.10, 0.11, 0.00, -0.56, -0.05, 0.01, -0.07, 0.08, 0.09, 0.07, 0.13, 0.08, 0.09, 0.05, 0.00, -0.53, 0.01, 0.01, -0.07, 0.07, 0.09, 0.09, 0.14, 0.09, 0.09, 0.08, 0.02, -0.52, 0.00, 0.02, -0.06, 0.06, 0.09, 0.10, 0.15, 0.09, 0.09, 0.08, 0.01, -0.52, 0.01, 0.02, -0.06, 0.07, 0.09, 0.09, 0.15, 0.09, 0.09, 0.08, 0.00, -0.53, 0.00, 0.01, -0.07, 0.09, 0.09, 0.09, 0.14, 0.09, 0.08, 0.08], "e_homo_ev": -11.18, "orbital_gap_ev": 7.4, "charge": 1, "lumo_energy_ev": -3.78}

=====

Record 2
{"formula": "C27H53BBeCaCl4FMgN6NbO10S2", "method": "ωB97M-V/def2-TZVPD", "symbols": ["C", "C", "C", "C", "N", "C", "C", "C", "C", "Nb", "N", "C", "C", "B", "N", "O", "C", "S", "S", "C", "C", "C", "H", "H", "H", "H", "H", "H", "H", "H", "H", "H", "H", "H", "H", "H", "H", "H", "H", "H", "H", "H", "H", "H", "H", "H", "H", "H", "H", "H", "H", "H", "H", "H", "H", "H", "H", "H", "C", "N", "O", "O", "H", "H", "H", "Be", "F", "C", "C", "C", "C", "C", "C", "H", "H", "H", "H", "H", "C", "O", "O", "O", "C", "O", "N", "N", "H", "H", "H", "H", "Mg", "Cl", "C", "C", "O", "C", "O", "O", "H", "H", "H", "H", "C", "Cl", "Cl", "Cl", "H", "Ca"], "positions_angstrom": [[6.478, -3.339, 1.100], [5.379, -2.862, 0.049], [5.830, -3.078, -1.448], [5.768, -1.785, -2.349], [4.647, -0.887, -1.981], [3.528, -0.914, -2.950], [2.790, -2.329, -2.927], [1.346, -2.090, -3.536], [0.192, -2.874, -2.772], [-1.416, -1.362, -2.229], [-1.699, -2.299, -0.302], [-1.548, -1.294, 0.810], [-2.683, -1.526, 1.890], [-3.103, -2.589, -3.219], [-4.267, -3.137, -2.362], [-3.183, -2.920, -4.617], [5.074, 0.422, -1.662], [6.187, 0.646, -0.423], [4.491, 1.946, -2.479], [3.731, 2.980, -1.129], [3.058, 4.260, -1.791], [1.551, 4.459, -1.409], [6.579, -4.446, 1.086], [6.120, -2.971, 2.099], [7.420, -2.785, 0.881], [5.138, -1.806, 0.318], [4.454, -3.484, 0.206], [5.137, -3.831, -1.908], [6.861, -3.519, -1.424], [6.768, -1.279, -2.341], [5.635, -2.142, -3.409], [3.820, -0.725, -4.011], [2.764, -0.186, -2.568], [2.761, -2.773, -1.904], [3.314, -3.022, -3.636], [1.102, -1.002, -3.602], [1.352, -2.465, -4.595], [0.531, -3.397, -1.845], [-0.207, -3.656, -3.482], [-0.173, -0.227, -1.536], [-2.689, -0.120, -1.845], [-1.154, -0.528, -3.849], [-2.640, -2.705, -0.229], [-0.539, -1.471, 1.268], [-1.603, -0.266, 0.380], [-2.445, -2.519, 2.403], [-2.690, -0.686, 2.635], [-3.667, -1.583, 1.355], [-4.605, -2.428, -1.677], [-3.956, -3.943, -1.804], [-3.805, -2.264, -4.979], [4.530, 3.342, -0.428], [3.028, 2.384, -0.492], [3.098, 4.101, -2.898], [3.669, 5.150, -1.504], [1.360, 4.418, -0.306], [0.874, 3.759, -1.962], [1.272, 5.490, -1.770], [1.399, 9.184, -0.260], [1.684, 8.048, -1.171], [0.743, 7.558, -1.759], [2.835, 7.694, -1.263], [0.331, 9.390, -0.278], [1.729, 8.890, 0.829], [1.972, 10.041, -0.615], [-2.395, -3.772, 3.426], [-3.571, -6.114, -0.909], [-4.174, -7.189, -1.515], [-3.828, -7.513, -2.819], [-4.439, -8.602, -3.430], [-5.392, -9.342, -2.735], [-5.731, -9.000, -1.431], [-5.118, -7.921, -0.812], [-3.087, -6.919, -3.346], [-4.173, -8.873, -4.444], [-5.871, -10.189, -3.213], [-6.494, -9.587, -0.879], [-5.366, -7.647, 0.212], [8.942, 3.273, -1.091], [8.747, 2.669, -2.138], [8.059, 3.837, -0.409], [10.052, 3.417, -0.537], [-3.980, 2.320, 2.405], [-3.771, 1.755, 3.472], [-5.218, 2.745, 2.038], [-2.997, 2.573, 1.499], [-5.415, 3.210, 1.172], [-5.970, 2.578, 2.683], [-2.068, 2.277, 1.735], [-3.153, 3.033, 0.621], [-7.631, -10.527, 0.218], [2.101, 7.661, 1.724], [-3.248, 3.015, 7.797], [-3.984, 3.151, 6.494], [-5.167, 3.852, 6.870], [-4.887, 4.529, 8.017], [-5.601, 5.344, 8.505], [-3.685, 4.156, 8.528], [-2.166, 3.027, 7.669], [-3.530, 2.113, 8.346], [-3.435, 3.750, 5.763], [-4.226, 2.187, 6.049], [-0.576, 7.019, 4.809], [-0.844, 8.275, 3.596], [-1.912, 6.949, 5.959], [-0.354, 5.448, 4.023], [0.331, 7.259, 5.354], [-5.115, -4.864, -1.619]], "lowdin_charge": [-0.11, -0.26, -0.17, -0.18, -0.17, -0.20, -0.16, -0.32, -0.37, 1.28, -0.28, -0.39, -0.16, -0.63, -0.10, -0.01, -0.96, 0.83, 0.98, -0.43, -0.29, -0.10, 0.08, 0.08, 0.07, 0.06, 0.10, 0.10, 0.12, 0.12, 0.13, 0.14, 0.10, 0.11, 0.11, 0.03, 0.11, 0.03, 0.03, -0.11, -0.12, -0.10, -0.04, 0.11, 0.03, -0.22, 0.08, 0.08, 0.10, -0.11, 0.09, 0.08, 0.10, 0.09, 0.10, 0.08, 0.09, 0.05, 0.02, -0.47, 0.09, 0.06, 0.12, -0.15, 0.13, 0.38, -0.09, -0.38, -0.01, -0.02, -0.03, -0.15, -0.03, 0.14, 0.13, 0.12, -0.26, 0.12, -0.91, 0.24, 0.29, 0.34, -0.68, 0.00, 0.16, 0.16, 0.10, 0.11, 0.10, 0.10, 0.56, 0.41, -0.13, -0.14, 0.06, -0.56, 0.17, 0.06, 0.13, 0.13, 0.12, 0.12, -1.55, 0.50, 0.55, 0.49, 0.02, 1.65], "e_homo_ev": -11.10, "orbital_gap_ev": 1.2, "charge": 2, "lumo_energy_ev": -9.93}

=====

Record 3
{"formula": "C31H50N3OP2Pb", "method": "ωB97M-V/def2-TZVPD", "symbols": ["C", "C", "C", "C", "C", "H", "H", "H", "N", "P", "P", "C", "H", "H", "C", "H", "C", "C", "C", "C", "C", "H", "H", "H", "C", "H", "H", "H", "C", "H", "H", "H", "C", "H", "H", "H", "C", "H", "H", "H", "C", "H", "H", "H", "C", "H", "H", "H", "C", "H", "H", "H", "C", "H", "H", "H", "C", "H", "H", "H", "C", "H", "H", "H", "C", "H", "H", "H", "Pb", "C", "O", "N", "C", "C", "C", "C", "C", "H", "C", "H", "C", "H", "H", "H", "N", "H", "H", "H"], "positions_angstrom": [[0.839, 0.242, -2.337], [-0.422, -1.625, -1.682], [1.226, -0.367, -3.527], [-0.186, -2.213, -2.959], [0.641, -1.587, -3.872], [1.958, 0.144, -4.154], [-0.652, -3.175, -3.163], [0.847, -2.027, -4.846], [-0.056, -0.307, -1.504], [0.349, 2.683, -1.064], [-1.460, -2.197, 1.030], [1.513, 1.540, -1.894], [2.322, 1.289, -1.186], [2.001, 2.027, -2.750], [-0.949, -2.425, -0.630], [-1.244, -3.425, -0.999], [-0.542, -3.744, 1.799], [-3.422, -2.349, 1.182], [1.481, 3.877, -0.118], [-0.562, 3.437, -2.562], [-0.076, -3.312, 3.197], [-0.923, -3.121, 3.869], [0.529, -4.122, 3.632], [0.544, -2.408, 3.153], [-1.448, -4.974, 1.888], [-2.325, -4.820, 2.528], [-1.772, -5.313, 0.895], [-0.865, -5.796, 2.332], [0.680, -4.131, 0.955], [1.239, -4.921, 1.481], [0.402, -4.516, -0.033], [1.356, -3.284, 0.813], [-3.761, -2.485, 2.677], [-3.404, -1.612, 3.244], [-4.854, -2.537, 2.795], [-3.336, -3.382, 3.143], [-4.098, -1.072, 0.651], [-3.847, -0.182, 1.249], [-3.862, -0.877, -0.405], [-5.192, -1.198, 0.724], [-3.928, -3.529, 0.351], [-3.576, -4.497, 0.719], [-5.029, -3.547, 0.400], [-3.640, -3.425, -0.703], [-1.254, 4.736, -2.117], [-1.852, 5.117, -2.958], [-1.939, 4.569, -1.273], [-0.535, 5.520, -1.843], [-1.631, 2.420, -3.020], [-1.182, 1.469, -3.340], [-2.386, 2.218, -2.241], [-2.162, 2.848, -3.886], [0.377, 3.707, -3.746], [-0.206, 4.214, -4.531], [1.217, 4.362, -3.488], [0.768, 2.782, -4.189], [2.482, 3.062, 0.728], [3.295, 2.649, 0.115], [2.943, 3.734, 1.468], [2.004, 2.235, 1.276], [0.582, 4.714, 0.812], [0.054, 4.087, 1.547], [1.218, 5.422, 1.364], [-0.165, 5.296, 0.258], [2.242, 4.782, -1.093], [2.846, 4.209, -1.810], [1.584, 5.467, -1.642], [2.934, 5.404, -0.507], [-1.366, 0.975, 0.341], [-3.837, 2.504, -0.175], [-4.606, 3.307, -0.438], [0.459, -0.299, 1.325], [1.387, -0.981, 1.001], [2.793, -1.266, 1.119], [3.476, -0.692, 2.207], [3.485, -2.112, 0.228], [4.807, -1.023, 2.457], [2.941, 0.001, 2.863], [4.812, -2.458, 0.497], [2.967, -2.494, -0.656], [5.469, -1.920, 1.611], [5.316, -0.582, 3.316], [5.334, -3.154, -0.163], [6.504, -2.198, 1.820], [-0.995, 1.650, 2.847], [0.023, 1.742, 2.939], [-1.259, 0.794, 3.346], [-1.440, 2.444, 3.314]], "lowdin_charge": [-0.33, -0.31, 0.03, 0.03, 0.01, 0.14, 0.14, 0.14, -0.02, 1.03, 1.19, -0.25, 0.09, 0.09, -0.20, 0.11, -0.63, -0.63, -0.68, -0.66, -0.08, 0.09, 0.11, 0.06, -0.07, 0.07, 0.09, 0.12, -0.07, 0.12, 0.09, 0.04, -0.07, 0.09, 0.12, 0.07, -0.15, 0.03, 0.08, 0.12, -0.06, 0.07, 0.12, 0.09, -0.08, 0.11, 0.07, 0.08, -0.09, 0.08, 0.03, 0.12, -0.06, 0.11, 0.08, 0.08, -0.09, 0.09, 0.11, 0.06, -0.08, 0.06, 0.11, 0.07, -0.07, 0.09, 0.08, 0.11, 1.17, -0.04, 0.12, 0.01, -0.12, -0.23, -0.01, -0.03, -0.03, 0.12, -0.02, 0.12, -0.01, 0.13, 0.13, 0.13, -0.03, 0.03, 0.05, 0.07], "e_homo_ev": [-16.61, -16.97], "orbital_gap_ev": [5.4, 6.6], "charge": 3, "lumo_energy_ev": [-11.25, -10.36]}

=====

| no. | E (Eh) |
| --- | --- |
| 1 | -2560.48789 |
| 2 | -5851.24699 |
| 3 | -2325.30515 |